{
  "formula": "C12H10",
  "method": "ωB97M-V with the def2-TZVPD basis set",
  "species": ["C", "C", "C", "C", "C", "C", "C", "C", "C", "C", "C", "C", "H", "H", "H", "H", "H", "H", "H", "H", "H", "H"],
  "positions_angstrom": [[1.4862, 1.3613, -2.2124], [0.7412, 2.4700, -2.0254], [1.4693, 0.3814, -1.2639], [-0.1742, 2.5933, -0.9965], [-2.1391, 0.0975, 0.8833], [-1.8576, -1.2941, 0.9655], [0.0965, -0.2511, 1.1066], [0.6998, 0.5043, -0.0772], [-0.1472, 1.6063, -0.0132], [-0.9709, 0.8969, 0.9221], [-0.5261, -1.6055, 1.0542], [0.1905, -2.8790, 1.4739], [2.1225, 1.2706, -3.1137], [0.9195, 3.1944, -2.7445], [2.0970, -0.6252, -1.4249], [-0.6804, 3.4931, -0.7929], [-3.0676, 0.5273, 0.6284], [-2.5735, -1.9572, 0.8461], [0.8671, -0.2050, 1.9222], [-0.3074, -3.8143, 1.8993], [0.9033, -2.6017, 2.2701], [0.8512, -3.1634, 0.6929]],
  "atomic_forces_ev_per_a": [[1.44, -1.29, -0.73], [-1.09, 0.57, 0.64], [1.38, -4.45, 1.65], [1.06, -0.13, 1.11], [1.94, 2.71, -0.30], [3.28, 1.86, 0.40], [2.81, 0.36, 0.57], [0.56, 0.60, -2.80], [0.20, 0.25, -1.28], [-1.85, -4.79, 2.02], [-1.31, 1.03, 0.64], [0.04, 0.07, 1.17], [-0.41, 0.01, 0.74], [-0.33, 1.76, -1.09], [-1.39, 2.37, 0.32], [-0.93, 0.92, -0.30], [-1.11, 0.07, -0.45], [-3.49, -3.27, -0.13], [-0.91, 0.29, -0.23], [-0.11, 1.59, -0.97], [-0.28, 0.09, -0.06], [0.50, -0.62, -0.94]],
  "mulliken_charge": [-0.49, -0.23, -0.30, -1.00, -0.65, -0.66, 0.36, -0.11, 0.87, -0.56, 0.24, -1.17, 0.34, 0.44, 0.17, 0.38, 0.43, 0.62, 0.39, 0.32, 0.30, 0.32],
  "homo_energy_ev": -7.542,
  "homo_lumo_gap_ha": 0.289,
  "energy_ev": -12601.88133,
  "de_lowest_kj_mol": 364.4,
  "charge": 0
}

{
  "formula": "C12H10As6CrF36N2O4",
  "method": "ωB97M-V with the def2-TZVPD basis set",
  "species": ["Cr", "As", "F", "F", "F", "F", "F", "F", "As", "F", "F", "F", "F", "F", "F", "As", "F", "F", "F", "F", "F", "F", "As", "F", "F", "F", "F", "F", "F", "As", "F", "F", "F", "F", "F", "F", "As", "F", "F", "F", "F", "F", "F", "C", "C", "C", "C", "C", "C", "N", "O", "O", "H", "H", "H", "H", "H", "C", "C", "C", "C", "C", "C", "N", "O", "O", "H", "H", "H", "H", "H"],
  "positions_angstrom": [[-17.4529, -3.4761, -30.6085], [-18.8799, -6.3913, -32.4471], [-19.3405, -5.1983, -33.7251], [-17.9825, -4.9825, -31.7144], [-18.2550, -7.3890, -31.1555], [-19.7276, -7.7322, -33.3350], [-17.4266, -6.6505, -33.6179], [-20.3893, -5.8336, -31.5434], [-14.3549, -5.5846, -31.5914], [-15.8511, -4.7137, -31.1640], [-13.5999, -4.0521, -32.1400], [-12.7889, -6.4449, -31.8879], [-15.1004, -6.8667, -30.6580], [-15.0026, -6.0091, -33.2367], [-13.6180, -5.0188, -30.0154], [-16.1158, -4.8442, -27.3340], [-14.3222, -4.5023, -27.7064], [-15.4812, -5.5366, -25.8262], [-17.7960, -5.1507, -26.9002], [-16.6971, -4.1172, -28.8711], [-15.7816, -6.3986, -28.1066], [-16.1946, -3.2347, -26.4823], [-14.2298, -1.3978, -29.7558], [-15.3726, -0.1075, -30.1149], [-14.8361, -1.5868, -28.0977], [-13.1588, -2.7639, -29.4036], [-13.6532, -1.4119, -31.4383], [-13.0521, -0.2422, -29.2913], [-15.6355, -2.5725, -30.2021], [-16.6432, -2.2666, -34.1783], [-16.1962, -4.0275, -34.4440], [-16.9247, -2.7772, -32.4798], [-16.9743, -0.6216, -33.6466], [-16.2257, -1.7926, -35.8819], [-18.4410, -2.5244, -34.6298], [-14.8892, -2.0565, -33.8638], [-19.0199, -1.2796, -28.1892], [-20.3706, -1.8265, -29.2296], [-20.2219, -0.6817, -27.0059], [-17.6078, -0.8162, -27.1430], [-17.8740, -1.9412, -29.3862], [-18.9935, 0.3060, -29.0335], [-19.0481, -2.8863, -27.3387], [-23.7512, -2.9011, -33.6346], [-23.2202, -3.6219, -32.6142], [-22.0127, -3.2684, -32.0765], [-21.3306, -2.1866, -32.5028], [-21.9592, -1.4333, -33.5057], [-23.1896, -1.6790, -34.0601], [-19.9730, -1.8729, -31.9520], [-19.2767, -2.7716, -31.5809], [-19.5043, -0.7675, -31.8518], [-24.6279, -3.3281, -34.0989], [-23.5657, -4.5980, -32.3074], [-21.5706, -3.7950, -31.2437], [-21.4155, -0.5697, -33.8592], [-23.5203, -1.0877, -34.9012], [-23.7892, -5.6848, -27.2984], [-23.2075, -4.4211, -27.7207], [-21.9473, -4.3875, -28.2381], [-21.1287, -5.5324, -28.1878], [-21.5871, -6.7322, -27.5709], [-22.9238, -6.7729, -27.1015], [-19.7978, -5.4289, -28.8348], [-18.9471, -6.3266, -28.7192], [-19.3937, -4.3790, -29.4023], [-24.8046, -5.7078, -26.9311], [-23.7949, -3.5232, -27.8439], [-21.7028, -3.4629, -28.7400], [-20.9063, -7.5704, -27.5525], [-23.3148, -7.6347, -26.5810]],
  "atomic_forces_ev_per_a": [[4.00, 0.60, 0.97], [0.52, 0.08, -4.21], [-0.24, -1.19, 1.56], [-1.37, -1.03, -0.08], [-0.95, 0.85, -1.34], [0.63, 1.47, 1.65], [-2.47, -0.11, 2.72], [1.86, -1.29, -0.83], [3.71, 1.17, 1.04], [-0.26, 0.31, -0.35], [-1.31, -1.70, -0.55], [-1.79, 0.21, -0.14], [0.52, -0.05, -1.51], [1.20, 0.37, 2.82], [-1.22, -1.58, -1.93], [4.63, 0.37, 2.60], [-3.23, 0.09, 0.51], [-1.05, 0.11, -0.37], [1.39, -0.07, -0.20], [-0.71, -0.50, -0.01], [-1.47, 1.26, 0.42], [-0.35, -2.12, -1.42], [0.64, -1.31, 0.33], [0.51, -0.79, 0.19], [0.31, 0.70, -1.56], [-0.99, 1.90, -0.56], [-0.90, 0.20, 1.71], [0.26, 0.30, 0.13], [-0.36, 0.47, -0.74], [2.34, -1.35, -2.33], [-1.51, 2.68, -0.08], [-0.45, 0.34, 0.35], [-0.08, -1.24, -0.65], [-1.20, -0.43, 1.59], [2.66, 0.47, 0.88], [-2.16, 0.17, 0.08], [-0.21, 0.69, 3.19], [0.90, 0.61, 0.54], [1.00, -0.29, -1.02], [-2.29, -0.41, -1.77], [-0.33, -0.05, -0.58], [-0.01, -1.98, 0.92], [-0.11, 2.18, -1.19], [-1.36, 0.67, -0.96], [0.53, -0.98, 0.11], [1.34, -0.55, 2.24], [-0.54, 1.04, -1.24], [1.91, 2.06, 0.19], [0.66, -1.98, 0.63], [0.89, 2.12, -0.09], [-0.67, -3.58, 0.29], [-1.95, 1.27, -1.03], [-0.27, 0.27, -0.22], [-0.59, 0.10, -0.06], [-0.01, -0.55, -0.11], [0.18, 0.18, -0.06], [-0.27, -0.05, 0.15], [2.13, 1.81, 0.65], [-1.83, -2.43, -0.10], [0.76, -0.40, -0.34], [-0.88, 0.01, 0.01], [0.09, 1.59, -0.82], [0.22, 0.79, -0.72], [4.94, -0.36, -0.39], [-3.23, 0.40, 0.14], [-2.69, -0.87, 0.65], [-0.10, -0.11, -0.08], [-0.29, -0.06, 0.24], [0.90, -0.12, 0.15], [-0.05, -0.08, 0.22], [0.15, -0.29, -0.21]],
  "lowdin_spin": [2.84, 0.00, 0.00, 0.03, 0.00, 0.00, 0.00, 0.00, 0.00, 0.01, 0.00, 0.00, 0.00, 0.00, 0.00, 0.00, 0.00, 0.00, 0.00, 0.01, 0.00, 0.00, 0.00, 0.00, 0.00, 0.00, 0.00, 0.00, -0.01, 0.00, 0.00, 0.02, 0.00, 0.00, 0.00, 0.00, 0.00, 0.00, 0.00, 0.00, 0.01, 0.00, 0.00, 0.00, 0.00, 0.00, 0.00, 0.00, 0.00, 0.00, 0.03, 0.00, 0.00, 0.00, 0.00, 0.00, 0.00, 0.00, 0.00, 0.00, 0.00, 0.00, 0.00, 0.00, 0.00, 0.03, 0.00, 0.00, 0.00, 0.00, 0.00],
  "homo_energy_ev": [-3.746, -3.746],
  "homo_lumo_gap_ha": [0.258, 0.304],
  "energy_ev": -515070.91551,
  "multiplicity": 4,
  "s2": 3.762,
  "charge": -3
}